C7H14O | wB97M-V/def2-TZVPD

Summary:
* SMILES string: C/C=C(\C)CCCO
* LUMO: 1.0 eV
* ΔE to the lowest compared entry with this formula, charge and spin: 338.1 kJ/mol
* HOMO level: -8.21 eV
* net charge: 0

```
22
Properties=species:S:1:pos:R:3:forces:R:3:mulliken_charge:R:1
C 2.692392 0.108944 2.293629 0.097 -0.707 1.532 -1.268
C 1.304939 0.336083 1.737203 -0.828 0.348 0.128 0.054
C 0.965379 0.212027 0.443354 1.939 -0.351 -0.393 0.636
C 1.993943 -0.345518 -0.504325 3.621 3.442 0.774 -1.568
C -0.252168 0.673218 -0.274061 -0.519 0.705 1.199 -0.905
C -1.076570 -0.511604 -0.561474 -3.506 0.682 -0.750 -0.479
C -2.137705 -0.148815 -1.738969 0.349 -0.888 0.956 -0.379
O -3.346155 -0.143947 -1.040869 0.178 0.457 1.899 -0.516
H 3.533113 0.802866 2.148890 -0.543 0.022 -1.348 0.325
H 2.881913 0.022959 3.396273 -1.438 -0.038 -0.529 0.322
H 2.871107 -0.887053 1.946500 1.299 -0.640 -0.355 0.296
H 0.442552 0.339505 2.384226 -0.008 1.083 0.648 0.331
H 2.889171 0.436113 -0.263151 -1.657 -1.058 -1.302 0.294
H 2.675496 -1.153158 -0.320500 -0.696 -1.384 0.767 0.413
H 1.827292 -0.313868 -1.562218 -0.522 0.201 -0.452 0.320
H -0.049035 1.063601 -1.278295 0.737 0.490 0.525 0.417
H -0.846941 1.460778 0.306627 0.780 -1.105 -0.761 0.216
H -0.654146 -1.347042 -1.001168 2.187 -1.396 -0.632 0.385
H -1.521611 -0.943971 0.376529 -0.323 0.727 -1.038 0.271
H -1.911014 0.837348 -2.334959 -0.289 -1.851 1.126 0.263
H -2.152378 -1.072710 -2.359651 0.224 0.976 -0.472 0.286
H -4.157537 -0.039801 -1.484302 -1.081 0.284 -1.521 0.285
```
Forces are in eV/Å.